Entry 1:
Formula: C41H40F5InNO7PSTe
Source: OMol25
Level of theory: ωB97M-V/def2-TZVPD

The geometry in XYZ format:
```
98
Properties=species:S:1:pos:R:3:forces:R:3
In -0.01286 -0.75866 1.53123 0.04 -0.05 -0.01
C 0.44611 -5.14813 -3.37440 -0.01 0.01 0.01
O 1.80895 -4.76947 -3.45321 0.01 0.00 0.00
C 2.17408 -3.67658 -2.71339 0.00 0.01 0.01
C 3.51722 -3.27405 -2.84369 0.00 0.01 0.00
C 3.91806 -2.14051 -2.18152 0.02 0.00 -0.02
C 3.05977 -1.37638 -1.37062 -0.05 -0.03 0.05
C 3.50470 -0.06998 -0.87951 0.01 -0.01 -0.13
C 5.00337 0.20161 -0.79517 0.02 -0.02 0.09
O 2.74282 0.83488 -0.58271 0.01 0.00 0.02
C 1.72983 -1.86071 -1.14476 0.01 -0.11 0.02
O 0.90791 -1.36731 -0.30502 0.06 0.15 -0.05
C 1.31125 -2.99983 -1.89360 0.01 -0.04 0.00
H 0.32939 -5.99640 -4.04671 0.00 0.00 0.00
H -0.21465 -4.33514 -3.68393 0.00 0.00 0.01
H 0.17402 -5.44495 -2.35786 0.00 0.00 0.00
H 4.18525 -3.83322 -3.48509 0.00 0.00 0.00
H 4.93926 -1.80494 -2.32054 -0.01 0.00 0.00
H 5.46104 0.22645 -1.78614 -0.03 0.02 -0.01
H 5.50136 -0.57182 -0.20800 0.03 0.00 -0.02
H 5.13764 1.16980 -0.31655 0.01 0.00 0.01
H 0.27040 -3.26826 -1.78928 0.03 -0.01 0.00
O -1.62195 1.65385 -3.05941 0.02 -0.03 -0.04
C -1.01282 1.51344 -2.02013 -0.06 0.01 0.12
O -1.23216 0.61346 -1.10023 0.04 0.01 -0.11
C 0.13146 2.43358 -1.62727 -0.01 -0.01 -0.02
P 0.40116 2.58738 0.19280 0.01 0.03 0.02
C -1.01976 3.62389 0.74160 -0.06 -0.07 -0.07
C -2.32308 3.27505 0.37459 0.01 0.04 0.01
C -3.41181 3.94926 0.90761 0.00 0.01 0.02
C -3.22908 4.96656 1.83418 -0.01 -0.01 -0.01
C -1.94173 5.30363 2.22699 0.02 0.00 0.00
C -0.85056 4.63779 1.68590 0.03 0.02 0.00
C 1.71899 3.88460 0.12047 -0.03 0.04 -0.03
C 1.51530 5.11452 -0.50839 0.00 -0.01 0.02
C 2.52513 6.06189 -0.57242 0.01 0.00 0.01
C 3.76507 5.79248 -0.00343 -0.01 0.01 0.00
C 3.98160 4.57434 0.62145 0.00 -0.01 0.00
C 2.96588 3.62672 0.68043 0.03 -0.02 0.01
H 0.00647 3.39239 -2.12996 0.00 -0.01 0.00
H 1.05137 1.96115 -1.98488 0.01 0.02 0.00
H -2.50861 2.44739 -0.29654 -0.01 0.01 0.00
H -4.40952 3.65379 0.60606 0.00 0.00 0.00
H -4.08313 5.48328 2.25681 0.00 0.00 0.00
H -1.78192 6.08578 2.96090 0.00 0.00 0.00
H 0.14869 4.91059 2.00606 0.01 0.00 -0.01
H 0.54671 5.33658 -0.94216 0.00 0.00 0.00
H 2.34591 7.01075 -1.06507 0.00 0.00 0.00
H 4.55704 6.53144 -0.05013 0.00 0.00 0.00
H 4.94220 4.35243 1.07156 0.00 0.00 0.00
H 3.14538 2.67018 1.15270 -0.01 0.03 -0.02
C 3.38077 3.36451 4.20725 -0.01 0.00 0.01
C 2.00658 3.21864 3.91615 0.01 -0.01 0.01
C 1.54383 2.07078 3.33956 0.01 -0.01 0.03
C 2.40586 0.98753 3.01780 -0.01 -0.01 -0.02
C 1.93368 -0.19835 2.37680 0.01 0.02 0.02
C 2.84858 -1.20207 2.15751 0.00 0.00 0.01
C 4.21148 -1.07837 2.50574 0.00 0.00 0.00
C 4.67739 0.07226 3.07142 0.01 0.00 0.00
C 3.78322 1.13481 3.34232 0.00 -0.01 0.01
C 4.24211 2.34355 3.92927 -0.01 0.00 0.00
H 3.74676 4.28524 4.64712 0.00 0.00 0.00
H 1.31627 4.02367 4.13918 0.00 0.00 0.00
H 0.49313 1.97842 3.11523 -0.04 -0.01 0.00
H 2.53452 -2.11996 1.67159 0.00 -0.01 -0.01
H 4.88988 -1.89960 2.29854 0.00 0.00 0.00
H 5.72725 0.19166 3.32045 0.00 0.00 0.00
H 5.30039 2.43870 4.15275 0.00 0.00 0.00
C -0.24436 -4.31316 1.24342 -0.01 -0.01 0.00
C -1.06452 -3.58798 2.30456 -0.03 -0.02 -0.01
C -1.26617 -4.46267 3.54160 0.01 0.00 -0.01
O -0.46018 -2.40062 2.70294 0.04 0.01 0.04
H -0.69012 -5.27784 0.97869 0.00 0.00 -0.01
H 0.77151 -4.48095 1.61582 0.00 0.00 0.00
H -0.19105 -3.70130 0.34327 0.02 -0.01 0.01
H -2.05917 -3.40524 1.86123 0.01 -0.01 0.00
H -0.29415 -4.70941 3.97845 0.00 0.00 0.00
H -1.79066 -5.39193 3.29577 0.00 0.00 0.00
H -1.84428 -3.91567 4.28965 -0.01 0.00 0.00
S -1.70292 0.80456 3.02062 0.00 0.06 -0.01
C -3.09472 -0.14175 3.25868 0.01 -0.04 0.03
N -3.45414 -1.09660 2.37690 -0.09 0.02 0.06
C -4.54853 -1.86274 2.49794 0.02 0.02 0.00
C -5.38531 -1.72463 3.56937 0.00 0.00 0.01
C -5.06298 -0.74486 4.52394 0.00 -0.01 -0.01
C -3.94796 0.03280 4.37656 0.00 0.00 -0.01
H -2.83068 -1.22467 1.51480 0.00 -0.02 -0.06
H -4.70467 -2.55210 1.68059 0.00 -0.01 -0.01
H -6.26484 -2.34411 3.66020 0.00 0.00 0.00
H -5.70367 -0.60107 5.38646 0.00 0.00 0.00
H -3.68071 0.79032 5.09859 0.00 0.00 0.00
F -4.16649 -1.75971 -0.50616 0.03 -0.02 -0.01
Te -2.50801 -1.05301 -1.26202 -0.08 0.01 0.06
F -3.59939 0.48883 -0.84987 0.03 -0.03 0.04
F -3.47349 -0.94996 -2.86141 0.03 -0.01 0.00
F -1.06018 -1.30889 -2.48449 -0.09 0.04 -0.01
F -2.40516 -2.95779 -1.52511 -0.01 -0.02 -0.04
O -1.80332 -1.30646 0.42383 0.02 0.11 -0.02
```
Forces are in eV/Å.

For the energy above the lowest of the compared OMol25 structures with the same formula, charge and spin, the calculation gives 35.8 kcal per mole. For the highest occupied orbital energy, the calculation gives -2.646 eV. For the energy, the calculation gives -105172.206 eV. The value obtained for the HOMO-LUMO gap is 6.774 eV. The charge is -2.

---

Entry 2:
Formula: C41H41CsN8O3S2
Source: OMol25
Level of theory: ωB97M-V/def2-TZVPD

The geometry in XYZ format:
```
96
Properties=species:S:1:pos:R:3:forces:R:3
Cs 0.37760 -0.24498 0.90226 -0.25 -0.54 0.18
C 3.48183 -1.59631 2.66942 0.04 0.01 0.08
C 3.59452 -0.18998 2.16126 0.23 -0.12 -0.40
N 2.83056 0.68941 2.67555 -0.15 0.27 0.27
N 3.00795 1.96235 2.13694 0.20 -0.17 -0.18
C 1.98173 2.72961 2.17396 -0.13 0.11 0.10
S 0.40955 2.54942 2.82368 -0.26 0.17 0.10
S 2.19116 4.31559 1.36018 0.03 0.02 -0.01
C 3.80917 4.15980 0.53986 -0.06 0.07 -0.04
C 4.97341 4.59220 1.38141 0.06 -0.01 0.01
C 5.29963 5.94057 1.50667 -0.02 0.01 0.01
C 6.37130 6.34911 2.28657 0.01 -0.01 0.01
C 7.14121 5.40526 2.95399 -0.01 0.01 -0.01
C 6.82800 4.05844 2.82801 0.00 -0.01 0.01
C 5.75385 3.65208 2.04948 0.00 -0.01 -0.03
C 4.53536 0.08177 1.03306 -0.13 0.00 0.00
C 5.90148 0.05892 1.24675 0.10 -0.03 0.02
C 6.81448 0.41047 0.25318 -0.06 0.00 0.00
C 6.30674 0.79384 -0.98622 0.00 -0.02 0.01
C 4.94685 0.79222 -1.23870 0.04 -0.07 -0.03
C 3.98718 0.39988 -0.26031 -0.01 0.04 0.02
O 2.73445 0.34153 -0.50766 0.29 0.00 -0.03
H 3.18546 -2.26563 1.85544 0.02 0.00 0.00
H 2.74467 -1.65952 3.46948 0.02 0.00 0.00
H 4.45408 -1.94748 3.02820 -0.02 -0.04 0.00
H 3.72660 4.80082 -0.34108 0.05 -0.02 -0.03
H 3.91582 3.12375 0.21965 -0.02 0.01 0.01
H 4.69530 6.68037 0.99186 -0.01 0.00 0.00
H 6.60546 7.40397 2.37412 0.00 0.01 0.00
H 7.97917 5.71811 3.56591 0.01 0.00 0.00
H 7.42444 3.31312 3.34081 0.00 -0.01 0.00
H 5.49831 2.60477 1.95012 0.01 0.01 0.01
H 6.26769 -0.20510 2.23699 -0.01 0.01 -0.01
H 7.87918 0.41206 0.45004 0.01 0.00 0.00
H 6.99103 1.09701 -1.77399 0.00 0.00 0.00
H 4.56512 1.08247 -2.21206 -0.01 0.00 0.00
O -6.04256 -5.98685 -1.97218 -0.02 -0.06 -0.01
C -4.90342 -5.83996 -1.23556 0.08 0.07 0.13
O -4.50581 -6.75736 -0.57491 -0.05 0.02 -0.10
C -4.25461 -4.49752 -1.31087 -0.02 -0.04 -0.04
C -4.41053 -3.67091 -2.42270 0.00 -0.05 0.04
C -3.80053 -2.42909 -2.45898 0.01 -0.07 -0.03
C -3.02383 -2.00958 -1.38102 0.06 0.06 0.02
C -2.82896 -2.84561 -0.27597 -0.11 0.16 -0.11
C -3.45542 -4.07874 -0.24569 -0.02 0.01 0.01
N -2.35882 -0.77235 -1.38772 -0.07 0.03 0.00
C -2.95047 0.27716 -1.77063 -0.03 0.10 0.28
C -2.26224 1.59306 -1.70862 0.06 -0.28 -0.13
C -2.79904 2.72642 -2.30141 0.03 -0.01 0.08
C -2.08884 3.91643 -2.18745 -0.06 -0.01 -0.01
C -0.89855 3.92411 -1.48630 0.04 0.09 0.01
C -0.43944 2.73438 -0.92525 -0.16 -0.06 -0.06
N -1.10908 1.59488 -1.04584 0.23 0.35 0.02
H -6.30033 -5.12521 -2.31857 0.01 0.01 -0.01
H -4.96597 -4.00490 -3.29337 0.00 0.00 0.00
H -3.89071 -1.80216 -3.33785 0.03 0.00 0.01
H -2.18606 -2.52734 0.54962 0.00 -0.16 -0.03
H -3.32682 -4.72987 0.60988 0.04 0.03 0.02
H -4.00514 0.28794 -2.07775 0.02 -0.06 -0.08
H -3.74487 2.67730 -2.82684 0.00 0.00 -0.01
H -2.47209 4.82606 -2.63388 0.00 0.00 0.01
H -0.32596 4.83124 -1.34786 0.01 -0.01 0.00
H 0.48393 2.71479 -0.35380 -0.01 -0.02 -0.02
C 1.99237 -2.79189 -1.48988 0.02 0.06 0.00
N 0.68372 -3.22217 -0.99236 -0.04 0.02 -0.02
C 0.88915 -4.16093 0.11482 -0.07 0.02 0.06
N 1.67448 -5.33265 -0.30854 0.01 -0.03 0.05
C 2.95800 -4.85381 -0.81915 0.04 0.05 -0.03
N 2.80554 -3.92993 -1.94821 -0.04 -0.09 -0.02
C 2.05631 -4.62339 -2.99564 0.03 0.02 0.03
N 0.74105 -5.09446 -2.54728 0.00 0.00 -0.04
C -0.01280 -3.92446 -2.06402 0.09 0.03 -0.02
C 0.95678 -5.98452 -1.39878 0.00 -0.01 -0.03
H 2.52508 -2.25391 -0.70317 0.01 0.01 -0.04
H 1.85216 -2.09859 -2.32227 0.01 0.02 0.03
H -0.07895 -4.47901 0.50305 0.03 0.02 -0.03
H 1.39855 -3.64981 0.93107 0.01 -0.02 0.01
H 3.55906 -5.70968 -1.14329 -0.02 0.00 0.00
H 3.48544 -4.33656 -0.01476 0.01 -0.01 -0.01
H 2.63818 -5.48557 -3.33600 0.00 0.00 0.00
H 1.91723 -3.94016 -3.83723 -0.01 0.01 -0.01
H -0.98677 -4.25934 -1.70369 0.00 -0.02 0.01
H -0.16395 -3.23566 -2.89970 -0.01 0.00 -0.01
H 1.52960 -6.85411 -1.73620 0.00 0.00 0.01
H -0.01429 -6.32277 -1.02991 0.00 0.00 0.00
C -2.57394 -3.59300 4.97093 -0.01 0.01 0.02
C -2.24416 -4.58500 4.05664 -0.01 0.05 0.01
C -1.50777 -4.25884 2.91675 0.03 -0.12 -0.01
C -1.05407 -2.96586 2.59330 -0.05 0.21 -0.03
C -1.42027 -2.00980 3.56591 0.00 0.00 0.00
C -2.14933 -2.29273 4.71894 -0.04 -0.07 0.04
H -3.14456 -3.82947 5.86374 0.00 0.01 0.00
H -2.56094 -5.60952 4.23893 0.01 -0.02 -0.03
H -1.26742 -5.09703 2.25297 -0.01 0.01 -0.02
H -1.11888 -0.96640 3.44122 -0.01 0.00 0.02
H -2.38866 -1.50368 5.42720 0.01 0.03 -0.01
```
Forces are in eV/Å.

For the energy above the lowest of the compared OMol25 structures with the same formula, charge and spin, the calculation gives 6.3 kcal per mole. For the highest occupied orbital energy, the calculation gives -1.552 eV. For the energy, the calculation gives -83464.208 eV. The value obtained for the HOMO-LUMO gap is 4.910 eV. The charge is -2.

---

Among the records above, which one has the lowest energy above the lowest of the compared OMol25 structures with the same formula, charge and spin?
C41H41CsN8O3S2